Density functional theory data (ωB97M-V/def2-TZVPD) for a single C9H4Cl2O molecule.

Properties
- Calculated total energy: -36486.4381 eV
- Gap between HOMO and LUMO: 9.234 eV
- Max |F|: 5.50 eV Å⁻¹
- LUMO energy: -0.181 eV
- Energy relative to the best compared isomer or geometry (same formula, charge and spin): 48.5 kJ/mol

The geometry in ORCA input format:
```
! wB97M-V def2-TZVPD RIJCOSX def2/J DEFGRID3
* xyz 0 1
C 2.3328 1.1403 -2.2821
C 2.3238 0.7454 -1.1514
C 2.1344 0.4743 0.2346
O 2.8398 0.3424 1.1632
C 0.4289 -0.0891 0.4117
C -0.0658 -1.3950 0.2765
Cl 0.9999 -2.7049 -0.2017
C -1.4339 -1.6173 0.3747
C -2.3469 -0.5655 0.5832
C -1.8029 0.7066 0.7316
C -0.4493 0.9746 0.6917
Cl 0.3047 2.4871 0.8022
H 2.5449 1.3395 -3.3142
H -1.8414 -2.7151 0.3128
H -3.4908 -0.7837 0.4925
H -2.4782 1.6605 0.8749
*
```

Density functional theory data (ωB97M-V/def2-TZVPD) for a molecular structure, C9H4F9NO6PtSb.

Properties
- Calculated total energy: -57417.7703 eV
- Gap between HOMO and LUMO (alpha / beta): 8.721 / 8.526 eV
- Max |F|: 1.39 eV Å⁻¹
- LUMO energy (alpha / beta): -2.118 / -2.621 eV
- Energy relative to the best compared isomer or geometry (same formula, charge and spin): 33.0 kJ/mol
- Expectation value of S²: 0.753

The geometry in ORCA input format:
```
! wB97M-V def2-TZVPD RIJCOSX def2/J DEFGRID3
* xyz 0 2
Pt -0.3699 -0.6101 -0.8714
O 2.9028 1.8255 0.5592
C 1.8346 1.1676 0.1636
O 1.8568 0.1727 -0.5325
C 0.5410 1.7501 0.5920
C 0.3688 2.7259 1.5420
C -0.9303 3.0963 1.8834
C -2.0021 2.4961 1.2526
C -1.7486 1.5143 0.3131
N -0.5076 1.1645 -0.0040
C -2.7826 0.7036 -0.3954
O -3.9528 0.9650 -0.3602
O -2.2652 -0.2889 -1.1038
H 3.6890 1.3331 0.2819
H 1.2347 3.1627 2.0168
H -1.0962 3.8379 2.6526
H -3.0312 2.7375 1.4774
F -0.3691 -2.6837 -5.0617
C 0.6781 -2.5020 -4.2486
F 1.1461 -3.6902 -3.8751
F 1.6285 -1.8476 -4.9123
C 0.2290 -1.6899 -3.0234
O 0.3693 -0.4506 -2.9904
O -0.2877 -2.2977 -2.0344
F -0.9761 -0.8289 1.5813
Sb 0.4269 -1.8595 2.4528
F 1.5202 -0.3172 2.2569
F 0.8906 -2.2790 0.6413
F -0.7775 -3.2731 2.5773
F 1.8619 -2.8751 3.0620
F -0.0813 -1.1596 4.1072
*
```

Density functional theory data (ωB97M-V/def2-TZVPD) for a single C9H5ClF2 molecule.

Properties
- Calculated total energy: -27364.4257 eV
- Gap between HOMO and LUMO: 6.742 eV
- Max |F|: 4.05 eV Å⁻¹
- LUMO energy: -1.384 eV

The geometry in ORCA input format:
```
! wB97M-V def2-TZVPD RIJCOSX def2/J DEFGRID3
* xyz 0 1
C -0.7796 1.1053 0.2165
C -1.0698 -0.1844 -0.1356
C 0.5087 1.4851 0.3643
C -0.1179 -1.1316 -0.2768
C 1.5453 0.6295 0.0112
C 1.2341 -0.7364 -0.0910
C 2.8545 1.0194 0.3304
C 3.6860 -1.4198 0.3042
C 2.2972 -1.8511 0.1183
F 4.1268 -1.3672 -0.9613
F 1.7339 -2.5338 1.0825
Cl 3.3557 2.5330 0.1728
H -1.5773 1.8374 0.3235
H -2.1091 -0.4435 -0.2178
H 0.6856 2.5103 0.5855
H -0.3192 -2.1474 -0.4684
H 2.3428 -2.5688 -0.7434
*
```

Density functional theory data (ωB97M-V/def2-TZVPD) for a molecular structure, C9H5F6N10O2RhS2Sb.

Properties
- Calculated total energy: -75927.6052 eV
- Gap between HOMO and LUMO (alpha / beta): 6.731 / 5.430 eV
- Max |F|: 1.74 eV Å⁻¹
- LUMO energy (alpha / beta): -3.506 / -4.808 eV
- Energy relative to the best compared isomer or geometry (same formula, charge and spin): 309.5 kJ/mol
- Expectation value of S²: 0.767

The geometry in ORCA input format:
```
! wB97M-V def2-TZVPD RIJCOSX def2/J DEFGRID3
* xyz 0 2
Rh -0.3321 1.1518 -0.9666
N 0.9405 3.5840 0.7875
C 1.6766 2.4469 0.6516
N 2.7754 2.1675 1.3178
N 3.1914 1.0113 0.7844
N 2.4134 0.5969 -0.1432
N 1.4201 1.4934 -0.2840
C -0.0377 3.9121 -0.0758
N -0.6653 5.0871 -0.1818
N -1.4247 4.9935 -1.2292
N -1.3310 3.7886 -1.7935
N -0.4664 3.1144 -1.0927
H 1.1476 4.1911 1.5709
F -0.8597 0.1772 0.9626
Sb -2.8358 0.4436 1.2108
F -2.4210 -0.3475 2.8613
F -4.3652 1.1677 2.0612
F -4.1736 -0.3526 0.1384
F -2.4100 1.1172 -0.7215
F -2.1326 2.1960 1.5592
O -2.3084 -3.7198 -0.9258
S -1.6757 -2.5608 -0.4072
O -2.3408 -1.8628 0.6672
N -1.4288 -1.4008 -1.6291
C -0.1719 -1.2289 -1.8339
S 0.3113 0.1181 -2.8960
C 0.7578 -2.0932 -1.0598
C 2.1338 -2.2045 -1.1266
C 2.7569 -3.0795 -0.2444
C 2.0282 -3.8099 0.6846
C 0.6391 -3.7101 0.7517
C 0.0411 -2.8457 -0.1357
H 2.7062 -1.6131 -1.8249
H 3.8330 -3.1781 -0.2702
H 2.5450 -4.4703 1.3668
H 0.0634 -4.2810 1.4658
*
```